DFT (the ωB97M-V functional and the def2-TZVPD basis) results for a molecular structure, C33H66Br2ClFN2O5P3S2.

charge	+1
E_HOMO	-9.5	eV

The geometry in XYZ format:
```
115
Properties=species:S:1:pos:R:3:lowdin_charge:R:1
C 1.6869 -6.6772 -1.1465 0.01
C 1.4349 -5.3552 -0.9235 -0.20
C 1.0647 -4.6987 0.3995 -0.39
P 1.4333 -6.1032 1.6684 0.49
S 0.2146 -7.6094 1.8937 0.24
C 2.1321 -3.5435 0.6385 -0.39
C 2.3380 -2.5298 -0.4943 -0.22
N 2.9216 -2.9704 -1.7650 0.02
C 3.5883 -4.1164 1.0113 -0.55
Cl 3.8222 -4.1665 2.7942 0.76
C 4.7966 -3.2491 0.5414 -0.28
C 6.1265 -3.7558 1.1558 -0.14
O 1.7905 -2.6771 1.7494 -0.24
S 0.5370 -2.8400 2.7162 0.62
O 0.0268 -1.5125 2.9291 -0.28
O 1.0026 -3.4483 3.9193 -0.33
C -0.9043 -3.8036 1.9620 -0.44
F -0.9842 -4.9369 2.7333 -0.06
C -2.2370 -3.0792 2.2557 -0.58
Br -3.5499 -2.5290 0.9717 0.90
C -2.6752 -2.8567 3.5165 -0.72
C -3.9897 -2.2112 3.8613 -0.20
Br -1.7669 -3.3404 5.1042 0.92
C -0.4831 -4.2465 0.5135 -0.38
C -1.3098 -5.4319 -0.0628 -0.22
C -2.7190 -5.7473 0.4619 -0.21
O -3.7190 -5.3384 -0.4747 -0.22
C -3.9981 -6.3332 -1.4382 -0.27
C -4.4780 -5.6767 -2.7424 -0.05
P -1.0656 -2.9253 -0.7772 0.89
N -0.0346 -3.1026 -2.1655 -0.16
O -0.7537 -1.4106 -0.1599 -0.34
H 2.6368 -6.9810 -1.5770 0.08
H 0.9832 -7.4567 -0.8831 0.04
H 1.5713 -4.7439 -1.8077 0.08
H 1.5758 -5.5185 2.9302 -0.04
H 2.6898 -6.6421 1.3665 0.00
H 2.9131 -1.6971 -0.0817 0.11
H 1.4289 -1.9941 -0.7578 0.07
H 3.4156 -3.8437 -1.7088 0.06
H 3.5174 -2.2377 -2.1177 0.08
H 3.7838 -5.0738 0.5383 0.09
H 4.6962 -2.2127 0.8480 0.11
H 4.9644 -3.3602 -0.5212 0.09
H 6.4171 -3.2078 2.0431 0.06
H 6.1279 -4.8321 1.3041 0.07
H 6.9080 -3.5668 0.4169 0.07
H -4.0187 -1.2032 3.4534 0.07
H -4.8217 -2.8000 3.4843 0.07
H -4.1169 -2.1284 4.9352 0.05
H -0.7512 -6.3584 -0.0305 0.02
H -1.4500 -5.3006 -1.1414 0.09
H -2.9654 -5.4309 1.4682 0.11
H -2.8045 -6.8363 0.4892 0.12
H -4.7221 -7.0593 -1.0614 0.12
H -3.0895 -6.8940 -1.6832 0.11
H -3.7669 -5.8705 -3.5413 0.07
H -4.4702 -4.5997 -2.5911 0.07
H -5.4645 -6.0446 -3.0010 0.07
H -0.3261 -2.3579 -2.7879 0.05
H -0.2450 -4.0007 -2.5846 0.04
H 0.0001 -1.3780 0.4477 0.01
C 0.0665 1.5423 2.0134 -0.09
C 0.8463 1.9074 0.7520 -0.24
C 1.6119 3.2260 0.8871 -0.22
C 0.7380 4.4883 0.8281 -0.26
P 0.2428 5.1062 -0.7853 1.01
C 1.7312 5.2232 -1.8067 -0.27
C 2.9995 5.8821 -1.2433 -0.23
C 3.0324 7.4114 -1.1620 -0.26
C 2.6206 8.1236 -2.4461 -0.10
C -0.3782 6.7822 -0.6135 -0.26
C -1.5563 7.1154 0.3197 -0.21
C -2.9748 6.9155 -0.2240 -0.25
C -3.1831 7.3688 -1.6644 -0.10
C -0.7907 4.0169 -1.7785 -0.26
C -2.2686 3.7278 -1.4866 -0.22
C -2.5848 3.1954 -0.0833 -0.25
C -2.7506 1.6780 -0.0552 -0.10
H -0.6562 2.3161 2.2853 0.07
H -0.4845 0.6150 1.8705 0.05
H 0.7421 1.3967 2.8567 0.09
H 0.1705 1.9345 -0.1060 0.07
H 1.5655 1.1107 0.5466 0.11
H 2.3798 3.2745 0.1099 0.10
H 2.1465 3.2251 1.8383 0.12
H 1.3093 5.3137 1.2699 0.11
H -0.1313 4.3792 1.4795 0.08
H 1.4471 5.6778 -2.7592 0.10
H 1.9863 4.1878 -2.0547 0.10
H 3.8261 5.5693 -1.8848 0.12
H 3.2214 5.4766 -0.2528 0.10
H 4.0540 7.7051 -0.9150 0.11
H 2.4240 7.7684 -0.3270 0.09
H 3.2443 7.8104 -3.2852 0.09
H 2.7319 9.2010 -2.3322 0.08
H 1.5775 7.9340 -2.7072 0.05
H -0.5187 7.2122 -1.6075 0.09
H 0.4735 7.3256 -0.1954 0.08
H -1.4553 8.1713 0.5783 0.12
H -1.4503 6.5670 1.2594 0.11
H -3.6585 7.4720 0.4192 0.12
H -3.2716 5.8713 -0.1113 0.07
H -2.9695 8.4334 -1.7784 0.09
H -4.2172 7.2033 -1.9643 0.08
H -2.5532 6.8197 -2.3683 0.06
H -0.2546 3.0679 -1.8766 0.10
H -0.7465 4.4512 -2.7853 0.11
H -2.6175 3.0141 -2.2351 0.12
H -2.8465 4.6310 -1.6826 0.08
H -3.5205 3.6393 0.2636 0.11
H -1.8234 3.5002 0.6371 0.07
H -3.6254 1.3710 -0.6293 0.08
H -2.8885 1.3282 0.9677 0.08
H -1.8784 1.1681 -0.4694 0.06
```

DFT (the ωB97M-V functional and the def2-TZVPD basis) results for a molecular structure, C33H67N8O12SZn.

charge	+4
2S+1	2
⟨S²⟩	1.76
E_HOMO (alpha / beta)	-16.6 / -17.0	eV

The geometry in XYZ format:
```
122
Properties=species:S:1:pos:R:3:lowdin_charge:R:1
C -3.3881 0.5076 2.8420 0.06
N -4.2913 0.7031 1.6465 -0.06
C -4.1256 -0.1018 0.5897 -0.01
C -4.8554 0.0798 -0.6004 0.09
C -5.8155 1.1591 -0.6965 -0.09
C -5.9651 1.9909 0.4343 0.07
C -5.1587 1.7456 1.5620 0.04
C -6.6661 1.4977 -1.8588 -0.12
C -7.3986 0.5242 -2.5583 0.07
C -7.9825 0.7620 -3.8045 0.03
N -8.0622 2.0108 -4.2416 -0.07
C -7.4530 3.0298 -3.5177 0.05
C -6.7367 2.7958 -2.3865 0.04
C -8.8922 2.3657 -5.3985 0.05
H -3.8942 0.8080 3.7594 0.12
H -2.5120 1.1253 2.6447 0.08
H -3.0753 -0.5186 3.0351 0.10
H -3.4674 -0.9356 0.7846 0.12
H -4.6974 -0.6568 -1.3743 0.13
H -6.6856 2.7954 0.4386 0.14
H -5.1369 2.3129 2.4808 0.15
H -7.2435 -0.5134 -2.3021 0.13
H -8.3703 0.0288 -4.4961 0.16
H -7.5529 4.0570 -3.8361 0.16
H -6.2103 3.6199 -1.9280 0.14
H -9.8302 2.6452 -4.9188 0.13
H -8.9937 1.5442 -6.1077 0.12
H -8.4845 3.1903 -5.9832 0.12
C 3.1318 -0.2744 1.3605 0.02
C 2.3818 0.6348 2.2788 -0.31
O 2.6551 0.7568 3.4708 0.17
N 1.2617 1.5448 1.6469 0.12
H 1.6726 2.3616 1.2178 0.11
H 0.8217 1.0685 0.8725 0.06
C 0.1465 1.8278 2.6714 0.03
H 3.7988 0.4344 0.8699 0.08
H 2.5100 -0.8202 0.6508 0.08
H 3.8025 -0.9859 1.8423 0.11
H -0.6233 2.4659 2.2374 0.08
H 0.5341 2.2865 3.5810 0.11
H -0.3119 0.8626 2.8866 0.06
Zn -1.2601 -2.8479 -1.9939 0.81
S -0.5803 -1.0668 -0.2254 0.25
O 0.1099 0.2287 -0.3357 -0.39
O 0.1346 -2.1335 -0.8376 -0.45
O -0.9745 -1.2821 1.1717 -0.32
O -1.7320 -1.2046 -1.1244 -0.47
O -3.1492 3.0594 -2.6212 0.01
C -2.2648 2.2465 -2.2841 -0.55
N -1.7686 2.0936 -1.0285 0.17
C -1.6396 1.3655 -3.3717 0.01
H -2.0690 2.7178 -0.2934 0.11
H -1.0412 1.4314 -0.7997 0.02
H -1.1228 2.0286 -4.0654 0.10
H -2.3921 0.8019 -3.9233 0.09
H -0.9163 0.7146 -2.8805 0.03
O 3.4810 0.8100 -1.9089 -0.02
C 2.9237 0.0561 -2.7282 -0.57
N 1.6854 -0.2291 -2.4910 0.21
C 3.6012 -0.5823 -3.8747 0.04
H 1.2573 0.1011 -1.6379 0.05
H 1.1442 -0.7122 -3.1937 0.12
H 2.9701 -1.2641 -4.4448 0.10
H 4.4935 -1.0119 -3.4195 0.10
H 3.7627 0.2889 -4.5096 0.11
O 0.8890 -2.3475 5.3619 0.06
C 0.7549 -2.2321 4.1432 -0.59
N -0.3096 -1.5709 3.6391 0.16
C 1.8183 -2.6709 3.2363 -0.01
H -0.5301 -1.4817 2.6575 -0.01
H -0.9670 -1.2057 4.3134 0.11
H 2.7008 -2.0587 3.4224 0.09
H 1.5050 -2.4516 2.2156 0.06
H 2.0581 -3.7319 3.3059 0.08
C 5.0212 -4.1345 -2.4808 -0.08
O 4.3395 -4.8445 -1.4830 -0.16
C 3.0551 -4.4432 -1.1449 -0.22
C 2.5899 -4.8131 0.2700 -0.11
N 2.4486 -6.2498 0.4383 0.22
C 1.9745 -6.7196 1.7640 -0.09
C 0.6379 -6.1265 2.1700 -0.19
O 0.2489 -6.9865 3.2611 -0.16
C 0.6855 -6.4900 4.5209 -0.07
H 4.5151 -4.1725 -3.4455 0.10
H 5.9722 -4.6357 -2.6612 0.11
H 5.2283 -3.1005 -2.2053 0.08
H 2.2911 -4.7521 -1.8584 0.14
H 3.0520 -3.3532 -1.1406 0.11
H 1.6437 -4.2967 0.4320 0.12
H 3.3489 -4.4040 0.9368 0.16
H 3.3133 -6.7240 0.2205 0.17
H 2.8047 -6.6363 2.4654 0.17
H 1.8244 -7.7980 1.7128 0.16
H -0.0513 -6.2718 1.3381 0.14
H 0.6190 -5.0691 2.4338 0.10
H 0.0069 -5.6951 4.8302 0.10
H 1.7235 -6.1617 4.5744 0.08
H 0.8087 -7.3423 5.1891 0.11
C 7.3055 3.1962 1.4511 -0.06
O 6.2665 3.8271 0.6539 -0.17
C 5.0661 3.0077 0.6095 -0.22
C 4.0434 3.8086 -0.1600 -0.06
N 2.8856 2.9274 -0.5822 0.19
C 1.8011 3.6534 -1.1591 -0.12
C 1.1489 4.7314 -0.2779 -0.21
O 1.1152 4.3801 1.0643 -0.23
C 0.5185 5.4365 1.8572 -0.04
H 8.2182 3.7845 1.3562 0.10
H 7.5285 2.1482 1.2514 0.09
H 7.0018 3.1877 2.4979 0.09
H 4.6671 2.8423 1.6102 0.12
H 5.3718 2.0214 0.2603 0.12
H 4.6089 4.2520 -0.9796 0.18
H 3.7746 4.6205 0.5158 0.14
H 3.1995 2.1753 -1.1789 0.06
H 1.0754 2.8540 -1.3093 0.11
H 1.9302 4.1019 -2.1441 0.18
H 0.1240 4.8799 -0.6179 0.14
H 1.8221 5.5830 -0.3755 0.14
H -0.5708 5.4261 1.8205 0.09
H 0.7784 6.4419 1.5261 0.11
H 0.8093 5.3389 2.9032 0.10
```

Number 1: largest force on an atom 3.3 eV/A. Number 2: largest force on an atom 6.8 eV/A.